(1)
Formula: C20H40O14
Source: the Open Molecules 2025 dataset
Level of theory: wB97M-V/def2-TZVPD

The total charge is 0. As for the gap between HOMO and LUMO: 9.6 eV. As for the structure (SMILES): COC(=O)OC.COC(=O)OC.COC(=O)OC.COC(=O)OC.C1CCOC1.C1CCOC1. Its energy above the lowest of the compared OMol25 structures with the same formula, charge and spin is 0.0 kcal per mole. The calculation puts the strongest force on any atom at 6.524 eV/Å. As for the molar mass: 504.5 g/mol. The highest occupied orbital energy is -9.095 eV. For the energy, the calculation gives -50049.9213 eV.

Structure (XYZ):
```
74
C20H40O14 wB97M-V/def2-TZVPD
C -14.906 20.070 0.124
O -13.729 19.362 0.565
C -12.948 18.652 -0.291
O -13.193 18.626 -1.531
O -11.998 18.053 0.334
C -10.962 17.557 -0.454
H -15.072 20.903 0.807
H -15.710 19.342 0.233
H -14.889 20.393 -0.916
H -11.270 16.891 -1.260
H -10.405 17.075 0.350
H -10.330 18.327 -0.896
C -10.944 11.368 -2.355
O -11.684 10.213 -2.213
C -12.589 9.863 -3.136
O -12.922 10.609 -4.095
O -12.986 8.647 -2.840
C -14.063 8.111 -3.510
H -10.352 11.168 -3.248
H -10.432 11.433 -1.395
H -11.523 12.274 -2.531
H -14.378 7.215 -2.976
H -13.784 7.851 -4.531
H -14.918 8.756 -3.713
C -6.011 16.460 -12.016
O -6.666 15.217 -11.807
C -7.922 15.227 -11.610
O -8.817 16.051 -11.886
O -8.295 14.028 -11.097
C -9.514 13.958 -10.336
H -6.631 17.344 -11.872
H -5.468 16.573 -12.954
H -5.283 16.617 -11.220
H -9.385 14.430 -9.363
H -9.949 12.994 -10.070
H -10.342 14.413 -10.880
C -16.063 10.699 -11.104
O -15.185 10.321 -10.124
C -14.430 11.173 -9.416
O -14.604 12.381 -9.426
O -13.552 10.513 -8.730
C -12.729 11.124 -7.682
H -16.405 9.725 -11.455
H -15.657 11.293 -11.922
H -16.868 11.291 -10.668
H -11.943 10.436 -7.368
H -13.386 11.330 -6.837
H -12.282 12.018 -8.117
C -14.393 14.016 -2.783
C -14.672 15.146 -1.855
C -14.739 16.382 -2.811
O -15.527 15.770 -3.869
C -15.049 14.498 -4.044
H -14.829 13.097 -2.391
H -13.325 13.913 -2.974
H -13.852 15.389 -1.178
H -15.588 15.036 -1.274
H -13.798 16.823 -3.139
H -15.258 17.170 -2.266
H -14.345 14.550 -4.875
H -15.843 13.822 -4.361
C -9.452 14.352 -5.467
C -10.226 15.532 -4.965
C -11.263 14.918 -4.044
O -11.432 13.582 -4.509
C -10.472 13.193 -5.431
H -8.614 14.109 -4.814
H -9.074 14.433 -6.487
H -10.633 16.015 -5.854
H -9.666 16.342 -4.497
H -12.175 15.508 -4.136
H -10.956 14.869 -2.999
H -11.024 13.105 -6.367
H -9.947 12.256 -5.245
```



(2)
Formula: C20H40O40S10
Source: the Open Molecules 2025 dataset
Level of theory: wB97M-V/def2-TZVPD

The total charge is 0. As for the gap between HOMO and LUMO: 11.2 eV. Its energy above the lowest of the compared OMol25 structures with the same formula, charge and spin is 18.4 kcal per mole. The calculation puts the strongest force on any atom at 4.003 eV/Å. As for the molar mass: 1241.2 g/mol. The highest occupied orbital energy is -10.952 eV. For the energy, the calculation gives -211630.7719 eV.

Structure (XYZ):
```
110
C20H40O40S10 wB97M-V/def2-TZVPD
C -1.550 5.046 -2.804
C -1.131 6.409 -2.259
O 0.276 6.424 -2.172
S 0.879 5.064 -2.687
O 1.852 4.604 -1.761
O 1.177 5.201 -4.080
O -0.402 4.223 -2.530
H -1.788 5.069 -3.867
H -2.485 4.638 -2.329
H -1.453 6.543 -1.268
H -1.442 7.275 -2.859
C 3.813 -5.948 1.060
C 4.159 -4.590 0.406
O 2.829 -3.984 0.164
S 1.711 -5.109 -0.029
O 1.753 -5.519 -1.443
O 0.466 -4.662 0.660
O 2.423 -6.292 0.853
H 4.030 -6.011 2.104
H 4.379 -6.684 0.544
H 4.601 -4.758 -0.552
H 4.663 -3.958 1.069
C 0.790 3.979 2.660
C 1.242 4.035 1.197
O 0.201 3.453 0.541
S -1.175 3.620 1.389
O -1.573 2.281 1.807
O -2.065 4.428 0.671
O -0.624 4.430 2.612
H 1.343 4.736 3.310
H 0.841 2.901 2.927
H 2.133 3.445 1.000
H 1.419 5.093 0.907
C -3.427 -2.087 -3.872
C -3.625 -1.855 -2.346
O -2.290 -2.018 -1.865
S -1.623 -3.255 -2.689
O -2.341 -4.450 -2.415
O -0.220 -3.188 -2.647
O -2.167 -2.750 -4.049
H -3.372 -1.240 -4.513
H -4.187 -2.766 -4.274
H -4.292 -2.583 -1.862
H -4.019 -0.854 -2.149
C -2.474 2.562 -6.396
C -1.914 1.325 -7.190
O -1.467 0.504 -6.198
S -0.811 1.362 -5.048
O 0.552 1.622 -5.385
O -1.115 0.543 -3.898
O -1.738 2.645 -5.179
H -3.517 2.359 -6.077
H -2.407 3.584 -6.875
H -1.155 1.736 -7.846
H -2.589 0.775 -7.877
C 0.808 0.798 -1.568
C 2.264 1.161 -1.472
O 2.722 0.625 -0.138
S 1.451 0.287 0.678
O 1.506 0.873 1.970
O 1.334 -1.149 0.717
O 0.358 0.911 -0.242
H 0.684 -0.165 -2.079
H 0.352 1.529 -2.235
H 2.449 2.218 -1.395
H 2.881 0.723 -2.253
C -2.037 -3.199 2.070
C -2.632 -4.208 1.171
O -3.635 -3.466 0.437
S -4.079 -2.184 1.250
O -5.356 -2.437 1.711
O -3.738 -1.037 0.542
O -3.177 -2.381 2.553
H -1.480 -2.436 1.510
H -1.435 -3.508 2.915
H -3.131 -4.999 1.741
H -1.905 -4.583 0.515
C 5.310 -0.080 6.367
C 4.122 -0.591 7.206
O 3.166 0.541 7.346
S 3.119 1.093 5.868
O 2.771 2.483 5.904
O 2.415 0.177 5.025
O 4.719 0.982 5.583
H 5.708 -0.876 5.720
H 6.073 0.354 6.954
H 4.436 -0.843 8.214
H 3.658 -1.457 6.665
C -4.488 1.963 -0.151
C -3.178 1.553 -0.887
O -3.159 2.242 -2.120
S -4.668 2.652 -2.532
O -5.444 1.554 -3.104
O -4.669 3.916 -3.214
O -5.186 2.906 -1.057
H -4.297 2.565 0.688
H -5.062 1.046 -0.045
H -3.187 0.472 -1.088
H -2.331 1.826 -0.371
C 2.153 -3.540 3.377
C 2.968 -2.340 2.881
O 4.350 -2.612 3.388
S 4.231 -3.636 4.557
O 4.612 -3.066 5.793
O 4.808 -4.862 4.114
O 2.710 -3.862 4.624
H 2.162 -4.351 2.668
H 1.135 -3.265 3.496
H 2.661 -1.396 3.328
H 3.080 -2.275 1.815
```



total charge of number 1 (C20H40O14)? 0



Please write out number 1 again, unchanged.
Formula: C20H40O14
Source: the Open Molecules 2025 dataset
Level of theory: wB97M-V/def2-TZVPD

The total charge is 0. As for the gap between HOMO and LUMO: 9.6 eV. As for the structure (SMILES): COC(=O)OC.COC(=O)OC.COC(=O)OC.COC(=O)OC.C1CCOC1.C1CCOC1. Its energy above the lowest of the compared OMol25 structures with the same formula, charge and spin is 0.0 kcal per mole. The calculation puts the strongest force on any atom at 6.524 eV/Å. As for the molar mass: 504.5 g/mol. The highest occupied orbital energy is -9.095 eV. For the energy, the calculation gives -50049.9213 eV.

Structure (XYZ):
```
74
C20H40O14 wB97M-V/def2-TZVPD
C -14.906 20.070 0.124
O -13.729 19.362 0.565
C -12.948 18.652 -0.291
O -13.193 18.626 -1.531
O -11.998 18.053 0.334
C -10.962 17.557 -0.454
H -15.072 20.903 0.807
H -15.710 19.342 0.233
H -14.889 20.393 -0.916
H -11.270 16.891 -1.260
H -10.405 17.075 0.350
H -10.330 18.327 -0.896
C -10.944 11.368 -2.355
O -11.684 10.213 -2.213
C -12.589 9.863 -3.136
O -12.922 10.609 -4.095
O -12.986 8.647 -2.840
C -14.063 8.111 -3.510
H -10.352 11.168 -3.248
H -10.432 11.433 -1.395
H -11.523 12.274 -2.531
H -14.378 7.215 -2.976
H -13.784 7.851 -4.531
H -14.918 8.756 -3.713
C -6.011 16.460 -12.016
O -6.666 15.217 -11.807
C -7.922 15.227 -11.610
O -8.817 16.051 -11.886
O -8.295 14.028 -11.097
C -9.514 13.958 -10.336
H -6.631 17.344 -11.872
H -5.468 16.573 -12.954
H -5.283 16.617 -11.220
H -9.385 14.430 -9.363
H -9.949 12.994 -10.070
H -10.342 14.413 -10.880
C -16.063 10.699 -11.104
O -15.185 10.321 -10.124
C -14.430 11.173 -9.416
O -14.604 12.381 -9.426
O -13.552 10.513 -8.730
C -12.729 11.124 -7.682
H -16.405 9.725 -11.455
H -15.657 11.293 -11.922
H -16.868 11.291 -10.668
H -11.943 10.436 -7.368
H -13.386 11.330 -6.837
H -12.282 12.018 -8.117
C -14.393 14.016 -2.783
C -14.672 15.146 -1.855
C -14.739 16.382 -2.811
O -15.527 15.770 -3.869
C -15.049 14.498 -4.044
H -14.829 13.097 -2.391
H -13.325 13.913 -2.974
H -13.852 15.389 -1.178
H -15.588 15.036 -1.274
H -13.798 16.823 -3.139
H -15.258 17.170 -2.266
H -14.345 14.550 -4.875
H -15.843 13.822 -4.361
C -9.452 14.352 -5.467
C -10.226 15.532 -4.965
C -11.263 14.918 -4.044
O -11.432 13.582 -4.509
C -10.472 13.193 -5.431
H -8.614 14.109 -4.814
H -9.074 14.433 -6.487
H -10.633 16.015 -5.854
H -9.666 16.342 -4.497
H -12.175 15.508 -4.136
H -10.956 14.869 -2.999
H -11.024 13.105 -6.367
H -9.947 12.256 -5.245
```



What is the energy above the lowest of the compared OMol25 structures with the same formula, charge and spin in the second record? 18.4 kcal per mole



What is the total charge in the first record? 0